Here is one molecule with the formula C30H32N4O5 from OMol25. Energies are from wB97M-V/def2-TZVPD.

Frontier orbital gap, eV: 8.12
E_LUMO, eV: 0.593
Structure (SMILES): COc1cccc(N2CCN(C(=O)c3cccc(N4C(=O)N[C@@H]5C[C@@]4(C)Oc4c(OC)cccc45)c3)CC2)c1
E_HOMO, eV: -7.528

Last column: Löwdin charge in e.
Cartesian coordinates (Å):
O -3.266 3.361 1.553  0.070
O 0.395 0.182 -1.847  0.063
O 3.427 -0.112 1.174  0.046
O 5.633 1.224 0.878  -0.066
O -4.980 -3.237 1.457  -0.086
N -4.257 0.422 -1.449  -0.093
N 1.594 -1.659 -1.355  0.137
N 1.258 0.000 0.247  0.111
N -3.249 2.675 -0.591  -0.038
C -1.980 -2.302 -0.447  -0.081
C -3.517 1.144 -2.452  -0.126
C 5.445 0.199 0.002  -0.192
C -4.692 2.711 -0.676  -0.109
C 4.838 -1.924 -1.698  -0.043
C -2.439 -1.160 -1.069  -0.047
C 6.821 1.970 0.787  -0.081
C 1.586 2.366 0.797  0.006
C 2.113 -0.658 1.219  -0.448
C 0.742 1.295 0.536  -0.197
C -5.219 1.263 -0.763  -0.120
C -3.741 -0.702 -0.830  -0.212
C 6.325 -0.173 -1.001  -0.018
C -1.163 2.751 0.641  -0.122
C -2.645 2.955 0.586  -0.413
C -0.323 3.821 0.919  -0.011
C 1.058 -0.442 -1.039  -0.494
C 2.151 -2.154 0.908  -0.026
C 4.239 -0.513 0.154  -0.119
C -4.584 -4.421 2.099  -0.098
C 3.943 -1.570 -0.694  -0.104
C -4.075 -2.603 0.648  -0.274
C -2.622 2.234 -1.819  -0.098
C -4.549 -1.457 0.021  0.050
C -2.773 -3.032 0.423  -0.042
C 1.594 -0.400 2.633  0.034
C 2.617 -2.280 -0.536  -0.233
C 1.044 3.622 1.009  -0.055
C -0.631 1.478 0.490  0.045
C 6.020 -1.232 -1.846  -0.083
H 1.707 0.650 2.884  0.090
H -6.182 1.250 -1.290  0.125
H -5.368 0.883 0.248  0.115
H -3.752 -4.248 2.790  0.094
H -4.982 3.294 -1.556  0.125
H -5.073 3.203 0.220  0.121
H 2.707 -3.327 -0.841  0.156
H 2.654 2.211 0.840  0.117
H 2.848 -2.649 1.584  0.144
H -0.746 4.803 1.062  0.120
H 4.598 -2.748 -2.353  0.112
H 0.545 -0.674 2.696  0.101
H 6.908 2.474 -0.181  0.098
H -1.273 0.626 0.324  0.121
H -1.767 -0.628 -1.721  0.078
H 1.155 -2.580 1.030  0.133
H -1.623 1.846 -1.624  0.097
H -0.967 -2.628 -0.640  0.092
H 7.252 0.358 -1.140  0.104
H -4.253 1.607 -3.120  0.123
H -5.454 -4.755 2.664  0.091
H 1.696 4.455 1.225  0.105
H -2.529 3.084 -2.509  0.130
H 2.170 -0.991 3.339  0.094
H -5.577 -1.190 0.204  0.118
H 1.587 -1.863 -2.342  0.155
H 6.716 -1.506 -2.623  0.103
H -4.302 -5.196 1.379  0.094
H 6.759 2.717 1.577  0.095
H -2.377 -3.916 0.897  0.095
H 7.704 1.343 0.952  0.097
H -2.916 0.458 -3.046  0.122